# 1
{
  "formula": "C4H8O3S",
  "method": "ωB97M-V/def2-TZVPD",
  "symbols": ["C", "S", "C", "O", "O", "C", "C", "O", "H", "H", "H", "H", "H", "H", "H", "H"],
  "xyz": [[2.9551, -0.0550, -0.1311], [1.9142, 0.7299, -1.4882], [0.1725, 0.0895, -1.3154], [-0.7194, 0.2304, -2.0901], [0.0857, -0.3754, -0.0018], [-1.3405, -0.9395, 0.2403], [-2.0871, 0.4017, 0.5543], [-1.4330, 0.9405, 1.6317], [3.3593, -1.2754, -0.4951], [2.1610, -0.1517, 0.8310], [3.8687, 0.7920, -0.0919], [-1.3102, -1.5264, 1.0714], [-1.8687, -1.6149, -0.5196], [-2.0183, 1.1157, -0.1524], [-3.1185, 0.1099, 0.8582], [-0.6208, 1.5287, 1.0987]],
  "atomic_forces_ev_per_a": [[-0.21, -1.22, 0.28], [-0.56, -0.77, -0.07], [1.83, 0.40, 2.27], [0.53, -0.27, -0.01], [-2.37, -1.91, -2.44], [-0.45, 2.90, -2.86], [-0.96, -4.52, 2.03], [4.27, 3.87, -0.54], [-1.16, 4.12, 1.24], [2.92, 0.39, -2.48], [-2.46, -2.74, 0.39], [0.66, -1.19, 2.65], [1.50, 1.36, 0.12], [-0.65, 1.57, -3.27], [0.40, 0.57, -0.35], [-3.29, -2.56, 3.04]],
  "lowdin_charge": [-0.4460, 0.8163, -0.7680, 0.0704, -0.1601, -0.0481, -0.2868, -0.1035, 0.1185, 0.0799, 0.0732, 0.0772, 0.1504, 0.0717, 0.1382, 0.2167],
  "lumo_ha": 0.019,
  "smiles": "CSC(=O)OCCO",
  "multiplicity": 1,
  "total_charge": 0
}

# 2
{
  "formula": "C4H8O3Yb",
  "method": "ωB97M-V/def2-TZVPD",
  "symbols": ["O", "O", "C", "O", "C", "C", "C", "H", "H", "H", "H", "H", "H", "H", "H", "Yb"],
  "xyz": [[0.4784, -0.8517, -1.2448], [2.3215, -0.7349, -2.5322], [1.2189, -0.3118, -2.3119], [1.5037, 1.5358, -1.1175], [2.4096, 2.4962, -1.5815], [-0.5008, -1.8968, -1.5150], [-1.2886, -2.1380, -0.2529], [3.4705, 2.2623, -1.4032], [2.2935, 2.5063, -2.6785], [2.1571, 3.4893, -1.1817], [-1.1332, -1.5350, -2.3349], [0.0729, -2.7790, -1.8213], [-1.7781, -1.2190, 0.1042], [-2.0770, -2.8704, -0.4676], [-0.6553, -2.5485, 0.5467], [0.8943, 0.4344, 0.5912]],
  "atomic_forces_ev_per_a": [[0.05, 1.15, 1.11], [-2.79, 1.60, 0.13], [3.24, -2.93, -1.29], [1.12, 1.27, 1.06], [-0.69, 0.54, 0.47], [-0.59, -0.71, -0.67], [0.22, 0.11, 0.13], [-0.16, -0.52, -0.09], [0.07, 0.03, -0.29], [-0.02, -0.27, -0.30], [0.15, -0.19, 0.17], [-0.24, 0.18, -0.03], [-0.12, -0.11, -0.15], [0.15, 0.18, 0.19], [-0.12, -0.09, -0.14], [-0.28, -0.25, -0.31]],
  "lowdin_charge": [-0.2878, 0.1838, -0.1679, -0.2885, -0.0521, -0.1748, -0.0567, 0.1351, 0.1565, 0.1171, 0.1510, 0.1523, 0.0824, 0.1190, 0.0905, 1.8402],
  "lumo_ha": [-0.358, -0.460],
  "s_squared": 2.0160,
  "multiplicity": 3,
  "total_charge": 2
}

# 3
{
  "formula": "C4H8O4",
  "method": "ωB97M-V/def2-TZVPD",
  "symbols": ["C", "C", "C", "C", "O", "O", "O", "O", "H", "H", "H", "H", "H", "H", "H", "H"],
  "xyz": [[0.8999, 1.4729, 1.9739], [0.7971, -0.3367, -0.6782], [-1.3274, -1.4634, -1.5806], [-0.7114, -0.5380, -0.5657], [1.3191, 0.7755, -0.0430], [0.1397, 0.5227, 2.4394], [0.4585, 2.4367, 1.2629], [-1.3864, -0.0014, 0.2948], [-0.6487, 0.4398, 1.8414], [0.6901, 1.8488, 0.2062], [1.9009, 1.4785, 2.4083], [1.0553, -0.3401, -1.7501], [1.2456, -1.2584, -0.2662], [-2.2996, -1.8097, -1.2364], [-0.6737, -2.3117, -1.7891], [-1.4590, -0.9156, -2.5176]],
  "atomic_forces_ev_per_a": [[-0.93, 1.02, 0.00], [-0.04, 0.38, -0.13], [-0.08, 0.05, 0.03], [0.14, -0.02, 0.09], [-0.60, 0.84, -0.16], [0.33, 0.17, -0.20], [0.40, -0.61, 1.06], [0.10, -0.12, -0.10], [0.00, 0.15, -0.07], [0.80, -1.88, -0.47], [-0.05, 0.01, -0.09], [-0.11, -0.08, 0.02], [-0.06, 0.05, -0.01], [0.03, 0.02, 0.00], [0.02, 0.04, 0.01], [0.02, -0.01, 0.03]],
  "lowdin_charge": [-0.3012, -0.2381, -0.0111, -0.3854, -0.1923, 0.1225, -0.0005, 0.0671, 0.1029, 0.1419, 0.1585, 0.1255, 0.1406, 0.0864, 0.0874, 0.0957],
  "lumo_ha": 0.029,
  "multiplicity": 1,
  "total_charge": 0
}

# 4
{
  "formula": "C4H8O4P",
  "method": "ωB97M-V/def2-TZVPD",
  "symbols": ["C", "C", "C", "C", "O", "O", "O", "O", "P", "H", "H", "H", "H", "H", "H", "H", "H"],
  "xyz": [[-1.2903, -0.5845, -0.7719], [0.0054, -0.6162, -0.6840], [-2.4620, 0.1826, -0.1557], [0.6281, 2.1732, 0.5615], [2.1592, -0.5577, 0.8784], [2.2544, 0.8840, -1.2145], [1.7984, -3.1375, 0.3669], [-0.2942, 2.1607, 1.3549], [1.4584, 0.2401, -0.1923], [-1.8655, -1.3338, -1.3272], [-3.0916, 0.4663, -1.0103], [-2.8011, -0.3771, 0.7135], [-2.1238, 1.1565, 0.3875], [1.7186, 2.0661, 0.9208], [0.4820, 2.4912, -0.4959], [0.9817, -2.8077, 0.2320], [2.4423, -2.4063, 0.4365]],
  "atomic_forces_ev_per_a": [[-1.17, -0.74, 0.06], [-0.86, 0.31, -0.38], [2.40, 3.02, 1.35], [3.22, -1.16, -1.76], [-0.90, 0.67, -0.40], [0.77, 0.64, -2.43], [4.80, -2.71, 0.51], [-2.35, 0.05, 2.05], [0.62, -0.64, 2.86], [0.86, -0.58, -0.55], [-0.54, -0.46, 0.81], [-0.93, -0.43, -0.59], [-0.30, -1.40, -1.22], [-0.96, 0.98, -0.22], [0.28, 0.21, 0.37], [-3.90, 2.19, -0.58], [-1.04, 0.05, 0.12]],
  "lowdin_charge": [-0.2469, -0.0440, -0.1149, -0.4367, -0.3691, -0.3436, -0.0633, -0.1292, 0.3735, 0.0805, 0.0661, 0.0678, 0.0786, 0.0742, 0.0725, -0.0780, 0.0126],
  "lumo_ha": [0.135, 0.075],
  "s_squared": 2.0189,
  "multiplicity": 3,
  "total_charge": -1
}

# 5
{
  "formula": "C4H8OS",
  "method": "ωB97M-V/def2-TZVPD",
  "symbols": ["O", "C", "C", "C", "C", "S", "H", "H", "H", "H", "H", "H", "H", "H"],
  "xyz": [[1.8355, -0.8932, 0.0834], [0.9401, 0.0014, -0.7681], [0.2220, 1.0204, -0.0891], [-0.5713, 0.2039, 0.9532], [-1.4824, -0.8037, 0.3192], [-2.8223, -0.2583, -0.3661], [2.0842, -1.9131, -0.3979], [0.2388, -0.5123, -1.4420], [1.6959, 0.5276, -1.6642], [0.8743, 1.9894, 0.2875], [-0.6619, 1.3464, -0.8648], [-0.0885, 0.0367, 2.0665], [-1.1247, 1.1043, 1.2829], [-1.1396, -1.8495, 0.5996]],
  "atomic_forces_ev_per_a": [[-0.67, -2.82, -2.68], [5.91, -1.21, -5.41], [-1.01, 2.31, 0.58], [0.09, 3.55, 4.05], [0.89, -0.31, 2.20], [-0.28, -0.83, -0.54], [-1.50, 5.00, 1.74], [0.29, -0.71, 0.69], [-1.72, -1.41, 2.47], [-1.89, -2.67, -0.69], [2.36, -0.23, 1.84], [-0.44, -0.69, -3.30], [-1.10, -0.85, 0.13], [-0.93, 0.87, -1.05]],
  "lowdin_charge": [-0.1857, -0.3504, -0.2763, -0.3595, -0.6841, 0.7287, 0.2063, 0.0922, 0.1657, 0.1746, 0.1428, 0.1706, 0.0805, 0.0947],
  "lumo_ha": -0.015,
  "smiles": "OCCCC=S",
  "multiplicity": 1,
  "total_charge": 0
}

# 6
{
  "formula": "C4H8OS",
  "method": "ωB97M-V/def2-TZVPD",
  "symbols": ["C", "C", "C", "C", "H", "H", "H", "H", "H", "H", "H", "H", "O", "S"],
  "xyz": [[-0.1245, -1.3228, 0.4505], [-1.3875, -0.8525, -0.3163], [-0.4899, 1.4132, -0.2047], [0.7891, 1.2854, 0.3895], [-0.0547, -0.6300, 1.5541], [-0.0233, -2.5907, 0.8862], [-1.4258, -0.8257, -1.3885], [-2.4723, -1.2316, 0.1898], [-0.4489, 1.2537, -1.2361], [-0.8917, 2.4331, -0.0594], [1.7338, 1.9767, 0.0007], [0.9453, 1.0895, 1.4253], [-1.3501, 0.4766, 0.1820], [1.2947, -0.5267, -0.2964]],
  "atomic_forces_ev_per_a": [[0.36, -2.20, 4.10], [-1.69, 0.18, 4.22], [-1.14, 2.64, -1.40], [6.65, -1.54, -1.70], [-1.09, -2.77, -2.93], [-0.07, 3.94, -1.92], [0.37, -0.61, -0.59], [3.09, 0.54, -1.67], [0.93, 0.67, -2.22], [-0.34, -0.32, 0.24], [-2.84, -1.54, 0.85], [-0.49, 0.42, 0.89], [-4.50, -0.26, 1.91], [0.76, 0.87, 0.22]],
  "lowdin_charge": [-0.5411, -0.2491, -0.4383, -0.3162, 0.1338, 0.1603, 0.1007, 0.1804, 0.0969, 0.1429, 0.1487, 0.0472, -0.2323, 0.7660],
  "lumo_ha": 0.035,
  "multiplicity": 1,
  "total_charge": 0
}

# 7
{
  "formula": "C4H8OS",
  "method": "ωB97M-V/def2-TZVPD",
  "symbols": ["O", "C", "C", "S", "C", "C", "H", "H", "H", "H", "H", "H", "H", "H"],
  "xyz": [[-1.4155, 0.3594, -0.8408], [-0.2185, -0.0544, -0.1936], [0.7554, 0.9354, 0.3552], [-0.3466, 2.2684, 1.0858], [-0.1031, -1.3881, 0.5055], [0.5986, -1.2420, -0.8062], [-1.8362, 1.1219, -0.0912], [1.5723, 1.6475, -0.2817], [1.2507, 0.4345, 1.4145], [-1.2676, 2.0359, -0.3201], [0.2091, -1.4548, 1.6361], [-1.1294, -1.9594, 0.2287], [0.1571, -1.6615, -1.7081], [1.7738, -1.0426, -0.9841]],
  "atomic_forces_ev_per_a": [[-0.27, 1.53, 2.57], [1.60, -1.92, -1.40], [1.89, 2.96, 3.01], [-1.40, -0.46, -2.63], [-3.74, -1.15, 0.81], [2.33, 1.84, -0.85], [0.80, -3.69, -2.03], [-2.17, -2.83, 1.33], [-0.91, 1.51, -3.44], [2.48, 2.17, 2.67], [-0.16, -0.11, -2.66], [2.45, 1.04, 1.29], [-0.04, -0.37, 0.47], [-2.87, -0.51, 0.86]],
  "lowdin_charge": [-0.1368, -0.6789, -0.5186, 0.6020, -0.1244, -0.0964, 0.0877, 0.1320, 0.1409, 0.0540, 0.1389, 0.1545, 0.0953, 0.1497],
  "lumo_ha": 0.013,
  "smiles": "OC1(CS)CC1",
  "multiplicity": 1,
  "total_charge": 0
}

# 8
{
  "formula": "C4H8OS",
  "method": "ωB97M-V/def2-TZVPD",
  "symbols": ["C", "C", "C", "C", "O", "S", "H", "H", "H", "H", "H", "H", "H", "H"],
  "xyz": [[-0.3087, -0.2749, -1.5529], [-0.6335, -0.9754, -0.2708], [-1.5822, -1.3747, 0.7900], [1.5027, 1.6977, 0.4975], [0.2586, 1.3011, 0.8446], [0.9635, -1.2470, -0.7461], [-0.8463, -0.6596, -2.4921], [-0.3017, 0.7923, -1.6062], [-2.4831, -1.2661, 0.2762], [-1.3464, -0.6210, 1.6167], [-1.1188, -2.3967, 1.1550], [2.0018, 0.6684, 0.2031], [2.1433, 1.8075, 1.4536], [1.7508, 2.5483, -0.1685]],
  "atomic_forces_ev_per_a": [[-2.80, -1.22, -0.88], [2.21, 1.55, -0.72], [4.48, -0.28, 1.17], [1.11, -2.21, 2.28], [-0.27, 0.78, -0.58], [0.09, -0.55, -0.11], [1.20, 0.04, 1.23], [0.59, 0.62, 0.48], [-2.17, -0.50, 0.31], [-0.98, -0.84, -0.83], [-1.94, 1.67, -0.62], [-0.18, 1.18, -0.60], [-0.64, 0.24, -1.00], [-0.70, -0.48, -0.13]],
  "lowdin_charge": [-0.3932, -0.5854, -0.0736, -0.3164, -0.2276, 0.9443, 0.0976, 0.0561, 0.0565, 0.1062, 0.1271, 0.0411, 0.0960, 0.0713],
  "lumo_ha": [-0.029, 0.006],
  "multiplicity": 1,
  "total_charge": 0
}

# 9
{
  "formula": "C4H8OS3",
  "method": "ωB97M-V/def2-TZVPD",
  "symbols": ["S", "C", "O", "C", "C", "S", "C", "S", "H", "H", "H", "H", "H", "H", "H", "H"],
  "xyz": [[-0.0903, 3.9009, -0.5452], [0.0231, 2.4930, 0.2172], [-0.5794, 1.4289, -0.3370], [-0.3024, 0.1712, 0.3660], [1.0796, -0.3785, -0.0331], [1.6399, -1.9415, 0.7683], [-1.5323, -0.6911, 0.0225], [-1.5023, -1.6087, -1.5451], [0.5547, 2.2938, 1.1022], [-0.4132, 0.3858, 1.4541], [1.8215, 0.4043, 0.1374], [1.0075, -0.5585, -1.1083], [2.6345, -2.1413, -0.0795], [-1.5566, -1.4598, 0.8251], [-2.3953, -0.0502, 0.0651], [-0.3892, -2.2484, -1.3097]],
  "atomic_forces_ev_per_a": [[0.24, 0.47, 0.38], [-1.13, 0.24, -2.39], [1.18, -0.67, 0.99], [-1.15, -0.02, 0.13], [-0.31, 0.41, -0.36], [-0.88, 0.55, 0.32], [1.52, -1.41, 0.99], [-0.97, 0.91, -0.38], [0.67, -0.15, 1.27], [0.44, -0.15, -0.55], [-0.03, -0.11, 0.03], [0.18, 0.09, 0.08], [0.32, -0.04, -0.30], [-0.43, 0.49, -0.41], [-0.40, 0.00, -0.06], [0.77, -0.61, 0.28]],
  "lowdin_charge": [0.7138, -0.7436, -0.1568, -0.4308, -0.5100, 0.7139, -0.4962, 0.7416, 0.0601, 0.1503, 0.0755, 0.0600, -0.1490, 0.0816, 0.0784, -0.1887],
  "lumo_ha": 0.008,
  "smiles": "S=COC(CS)CS",
  "multiplicity": 1,
  "total_charge": 0
}

Going through the records in order, we get maximum force values of 5.79; 4.55; 2.10; 5.54; 8.11; 7.03; 4.62; 4.64; 2.66 eV/Å.
Going through the records in order, we get relative energy (zero: lowest compared OMol25 entry of this formula, charge and spin) values of 3.8166; 1.6897; 3.1157; 0.0000; 4.3607; 4.2185; 5.3554; 5.7503; 1.1809 eV.